Below is C7H9NO3S in the gas phase, with properties calculated with the ωB97M-V functional and the def2-TZVPD basis.

E = -950.61573 Ha
LUMO = 0.34 eV
spin multiplicity = 1
E_HOMO = -0.3520 hartree

Cartesian coordinates (Å):
H  -2.82475  2.29108  0.96872
H  4.77102  -0.18746  -1.36766
H  1.07784  1.55345  -0.35129
C  1.47466  -1.36420  -0.19244
H  0.88544  -1.79702  -1.08601
C  2.77647  -0.84743  -0.62388
C  3.84701  -0.45184  -0.92319
H  -1.64235  -0.86396  -0.96927
C  -1.14726  0.97389  -0.70968
H  0.77547  0.23056  -1.66334
S  -0.75191  -0.69454  1.15876
O  -1.39374  -1.75031  0.44298
N  0.61917  -0.35628  0.27171
H  1.50412  -2.22743  0.58252
C  0.37792  0.75793  -0.68553
C  -1.63784  0.73378  0.83688
C  -2.38208  1.54314  1.57788
H  -2.54793  1.27118  2.59319
O  -1.83568  0.04018  -1.48709
O  -0.41872  -0.88714  2.51609
H  -1.52686  2.03241  -0.88938

=====

Below is a molecular structure, C14H18CoF5N5O13P2, with properties calculated with the ωB97M-V functional and the def2-TZVPD basis.

charge = -2
E = -4361.31164 Ha
LUMO (spin up / spin down) = 3.10 / 3.10 eV
spin multiplicity = 2
E_HOMO (spin up / spin down) = -0.1047 / -0.1054 hartree
expectation value of S² = 0.76

Cartesian coordinates (Å):
O  -7.91149  -2.30301  -1.54763
C  -1.58643  4.77204  -0.15506
C  -4.95723  -0.81649  -0.24858
H  -8.30826  -0.26648  -0.36592
P  2.49163  0.87789  0.05361
H  -2.20954  4.32136  0.63106
C  -4.57413  0.28289  0.50286
C  -1.39430  -3.12259  0.46307
H  0.70775  5.36872  1.10241
Co  -0.39980  -0.18895  0.20746
H  -5.22499  2.04562  1.51506
N  -6.72188  -2.15421  -1.34969
C  -6.29943  -0.99506  -0.54472
F  0.75009  -2.64859  1.06769
O  -2.31059  -0.23956  0.28463
H  -1.17887  1.34977  -3.52818
C  -5.52943  1.18925  0.92919
H  0.45165  4.40442  -2.45737
N  -0.27575  4.13460  -0.24469
O  -2.90094  1.52041  1.58665
C  -6.86039  0.98174  0.60945
F  -1.01608  -4.43082  0.52733
F  -2.32723  -3.08133  -0.51610
H  -2.11202  4.67528  -1.10731
P  1.50112  0.41334  2.73936
H  1.87164  -1.58904  2.15144
N  -0.48194  2.59954  -2.02294
H  1.46048  3.77003  0.85867
O  2.70162  2.06192  -0.80954
H  -4.21335  -1.52030  -0.59243
F  -2.00516  -2.85796  1.62711
O  2.16607  1.36285  1.57511
C  -0.23243  -2.16858  0.17730
O  1.73388  1.08510  4.03337
C  0.03170  3.55392  -2.98169
H  0.19687  0.68253  -2.60516
O  -7.49977  2.96218  1.58271
N  -7.87621  1.95162  1.04288
H  3.76988  -0.50321  1.01610
C  -7.26971  -0.11102  -0.12479
H  -1.42040  0.73551  -1.88402
O  2.44136  -0.92592  2.58386
O  0.13839  -0.02383  2.29074
H  0.81863  3.08816  -3.58446
H  -0.46282  2.07963  1.11087
O  -5.86689  -2.88435  -1.77711
C  -0.72785  1.26554  -2.53488
C  0.51574  4.30089  0.97080
C  -0.39450  2.78446  -0.66702
O  3.88398  0.08848  0.25024
N  -0.42878  1.80138  0.13398
O  1.44373  -0.15574  -0.30981
F  0.20640  -2.63550  -1.07582
H  0.01467  3.92698  1.87484
O  -9.04005  1.69493  0.81993
H  -0.76216  3.89688  -3.65642
H  -1.45128  5.83417  0.06355
C  -3.11160  0.54978  0.86521

=====

Below is C18H27N3O3 in the gas phase, with properties calculated with the ωB97M-V functional and the def2-TZVPD basis.

E = -1092.02651 Ha
LUMO = 0.60 eV
spin multiplicity = 1
E_HOMO = -0.3344 hartree

Cartesian coordinates (Å):
C  0.09488  1.27901  0.41913
C  -4.86143  -1.70431  0.93361
H  0.88804  1.60546  4.47557
H  0.43382  0.20076  2.18156
H  3.04690  -4.56569  0.00793
H  -2.41430  1.77865  3.63286
C  0.48336  1.27790  1.90768
H  -1.82755  -3.94689  -1.15124
H  0.77346  3.30573  3.96319
N  0.65234  2.39054  -0.20152
C  3.03888  -3.55291  0.60672
C  0.65430  -0.01734  -0.17276
H  1.59535  1.49367  1.95314
C  -1.67537  1.14281  3.17727
H  1.47346  4.49679  -0.88797
H  2.08057  3.70142  -2.42443
C  -3.38458  -3.15470  2.21663
H  -0.56684  2.52523  4.89960
C  -0.42257  2.07594  2.81040
H  -3.24694  -3.83197  3.06203
H  -4.16989  -1.47845  -1.14466
H  0.66816  4.64421  -2.59811
H  0.99107  3.05618  0.42863
H  -1.16317  -0.50811  -0.05306
H  -5.47204  -2.56788  2.81402
C  -3.97725  -1.94577  -0.15118
C  -4.60884  -2.46121  2.11560
H  0.07235  -1.99493  -2.11240
H  3.28194  -3.81480  1.56854
C  0.22860  2.42187  4.16314
C  0.87580  -3.21232  -0.63352
H  1.43114  -2.19811  0.96217
N  -0.25678  -0.90130  -0.35392
H  -0.71985  2.90990  2.20892
H  -2.00180  0.78371  2.19766
N  1.72864  -2.95168  0.36744
H  3.84305  -2.91796  0.20194
O  1.87305  -0.18619  -0.34701
C  -0.22191  -2.17404  -1.11533
C  0.47523  2.73486  -1.54652
C  1.20254  3.97931  -1.81620
H  -2.05269  -2.27767  -2.00407
H  -5.84744  -1.26175  0.91543
C  -1.71303  -2.81837  -1.09589
H  -1.43671  0.24211  3.75141
H  -1.39709  -3.43923  1.57698
H  -1.02067  1.45842  0.22714
O  1.01814  -4.29931  -1.24155
C  -2.61247  -2.39938  0.09231
C  -2.39163  -3.07760  1.28017
O  -0.05974  2.05772  -2.42858

=====

Below is C3H5NO2 in the gas phase, with properties calculated with the ωB97M-V functional and the def2-TZVPD basis.

E = -322.35202 Ha
LUMO (spin up / spin down) = -1.56 / -1.59 eV
spin multiplicity = 1
E_HOMO (spin up / spin down) = -0.3317 / -0.3326 hartree

Cartesian coordinates (Å):
O  1.08886  0.77292  -1.71134
H  1.75521  -1.04527  -0.98924
H  -1.45994  -0.37625  1.70186
C  -0.05165  0.21204  0.17124
N  -0.32386  1.39800  -0.47997
C  1.18422  -0.13836  -0.75438
H  0.28739  2.14722  -0.13863
H  -0.69835  -1.70839  0.82259
C  -1.10709  -0.70049  0.71814
O  1.29095  0.17714  0.61755
H  -1.96575  -0.73856  0.04221

=====

Below is a molecular structure, C36H61AsClGeN4O9Rb, with properties calculated with the ωB97M-V functional and the def2-TZVPD basis.

charge = -1
E = -7101.37383 Ha
LUMO (spin up / spin down) = 1.03 / 0.09 eV
spin multiplicity = 2
E_HOMO (spin up / spin down) = -0.1533 / -0.1533 hartree
expectation value of S² = 0.80

Cartesian coordinates (Å):
Cl  2.15460  -1.59706  -3.45410
H  -2.84724  5.14853  -1.31442
H  -0.71428  2.95450  1.67833
C  -4.21064  -0.13388  0.84284
C  3.21743  1.63056  -1.62099
H  -4.00786  -5.21682  -0.53972
H  4.27974  1.88607  -1.66873
C  5.27647  3.28374  4.62615
H  -5.38797  -1.81099  1.50059
H  -4.60314  -0.93374  2.79848
O  -0.51083  1.59526  -2.87361
H  2.41876  2.82680  1.51618
C  -2.12894  5.22486  -0.49464
H  -1.31506  4.57287  2.13230
C  -4.03516  -0.49840  -0.63625
C  2.88003  -5.57937  2.60320
H  6.01027  4.02639  4.91074
Rb  0.39430  -0.35426  -0.89975
H  5.06760  0.16016  3.32004
H  2.53153  -4.17815  -1.31639
H  -1.18521  5.57955  -0.90937
O  0.73694  -1.72905  -3.11758
H  -1.61094  0.32282  -5.74709
O  0.08267  -0.08133  3.22384
H  -4.46945  -3.60911  -1.13172
H  -4.78860  -1.25111  -0.90849
C  -1.44271  -5.88335  -2.11930
C  3.92876  3.55249  4.75990
C  -3.30691  3.43029  0.75445
H  -3.75780  4.23962  1.33563
O  2.36760  -0.37441  -4.16890
H  -3.38155  -2.96009  0.88949
C  2.48642  2.53130  -0.62279
C  0.60141  2.04280  4.10840
H  -1.20503  -6.48145  -1.23820
O  1.09067  2.29528  -0.66296
H  -2.23520  -6.37947  -2.68264
C  -1.95825  3.85403  0.17497
N  -2.02413  -1.82015  1.95483
H  3.14421  0.57677  -1.34519
C  4.75480  1.10853  3.73623
H  0.00352  4.38668  0.95158
C  5.68714  2.05516  4.11064
H  2.19524  -5.75249  0.59144
H  -1.22081  2.73474  -5.97458
C  1.50597  -3.99631  -0.99470
H  -0.55372  -5.82354  -2.74888
C  2.97364  2.60534  4.38738
C  1.55369  2.90059  4.49282
N  2.07726  -1.50848  2.24433
H  3.59587  4.50851  5.14662
O  2.89446  -1.57593  -2.20300
H  -3.31910  0.41008  1.15864
H  -4.23175  0.37902  -1.25442
H  1.27557  3.86974  4.89262
C  2.35699  -5.08238  1.42038
As  -1.99429  -4.05295  -1.59605
C  -4.45144  -1.31867  1.78394
H  -5.05198  0.55707  0.94922
C  2.83617  3.99430  -0.92127
H  -4.28214  -4.95289  -2.27766
C  -2.71630  1.85226  -3.78514
O  2.55723  -2.73086  -4.24111
H  2.78393  1.74369  -2.61570
H  -2.80913  -2.49751  -3.40203
H  2.62656  4.24418  -1.96140
C  3.11875  -4.74696  3.68973
H  -3.18792  2.56522  1.40518
H  -2.86466  2.75289  -3.18632
C  -1.22692  1.66210  -4.09555
H  3.89665  4.17474  -0.72555
H  4.01483  2.31650  0.91527
C  2.32981  -2.87182  2.38272
C  2.37791  0.41336  3.44521
N  2.76319  -0.75540  2.99792
Ge  -0.09849  3.14676  -1.88906
H  -0.45126  2.27843  4.18138
C  2.93549  2.19018  0.79187
H  3.51587  -5.14487  4.61359
H  -2.24744  -1.23699  -0.05700
H  0.98506  -3.42181  -1.75200
C  0.93779  0.73123  3.54802
N  -2.69655  -1.01755  -0.94633
C  -1.02530  0.33923  -4.82295
C  -2.16607  -3.37604  -3.42362
H  -3.30706  1.92830  -4.70308
H  -1.92950  -1.19558  2.74616
H  -1.34296  -0.49062  -4.19056
H  -2.14499  -0.27723  -1.36878
H  -2.59746  -4.14377  -4.06834
C  -3.89523  -4.50667  -1.36012
H  -1.31331  -2.53577  2.04041
H  -3.08212  0.99991  -3.20745
H  0.34095  2.73225  -5.12874
C  -0.93378  3.95776  1.30981
H  -3.60568  -3.09771  2.62596
H  6.74226  1.84553  3.99110
H  0.97486  -4.93243  -0.82096
H  3.03487  -2.71910  4.38782
C  -0.74042  2.80331  -4.99494
O  -1.56863  2.86199  -0.75244
C  2.04325  -3.72722  1.29478
H  -0.96379  3.78080  -4.56589
H  -1.18740  -3.07909  -3.79909
H  0.02756  0.18932  -5.05941
H  -2.49350  5.96300  0.22552
H  2.68670  1.14824  1.00317
C  2.84851  -3.39975  3.56774
H  -3.98221  3.15857  -0.05935
C  -3.36084  -2.39124  1.82104
H  2.24266  4.66250  -0.29171
O  1.51120  -3.18767  0.19069
H  3.10576  -6.63619  2.67171
C  3.38963  1.36902  3.87497

=====

Below is a molecular structure, C30H37BBr2N3O6PS2SeTi, with properties calculated with the ωB97M-V functional and the def2-TZVPD basis.

charge = -1
E = -11342.92202 Ha
LUMO (spin up / spin down) = 2.47 / 2.46 eV
spin multiplicity = 2
E_HOMO (spin up / spin down) = -0.0965 / -0.1638 hartree
expectation value of S² = 0.77

Cartesian coordinates (Å):
H  -4.05022  -1.52731  2.69268
H  -3.91474  3.32250  0.22933
C  1.84827  4.74004  0.14419
H  0.90717  -4.87468  -3.88962
C  3.68953  1.66551  -0.02447
Br  4.76209  4.27555  -3.04365
H  2.91660  3.09881  3.51595
N  0.53678  1.27187  -1.76226
C  3.78263  3.03048  -1.98102
H  -4.67148  1.18053  -0.86579
H  3.24684  -4.66403  -1.08748
H  -2.86202  -4.96043  4.95669
H  -0.56807  -4.96252  -2.92175
H  1.21936  3.31346  4.04604
C  -3.31270  0.26854  1.77374
H  2.24210  3.81991  -4.19750
H  -5.24590  -2.14347  -2.56144
O  -0.93135  -3.42331  0.41612
C  -2.46798  -4.67251  3.99010
H  -4.36552  -0.04167  3.61317
C  1.87238  2.93550  3.26014
C  -0.08015  1.71063  -2.90302
C  -4.32642  -0.47543  2.61200
C  2.19574  -4.78296  -1.35607
C  0.10005  -4.28006  -3.45631
H  -3.98660  -2.34078  -3.79466
C  -1.47051  -3.99540  1.52507
H  5.40604  2.81233  -0.60585
H  1.70075  -5.28998  -0.52183
H  0.02430  4.53284  -1.74274
O  1.64593  0.45259  0.41775
H  -4.45751  -3.71783  -2.78012
H  -4.20937  1.83984  -2.43958
C  -3.99719  1.87501  -1.36846
H  -3.48113  3.96402  -1.35421
C  -1.94869  -5.27552  1.69309
O  -2.63863  1.45983  -1.18326
C  2.47436  2.68294  -2.36140
C  -4.30096  -2.63722  -2.79331
O  -3.04259  -0.84775  -1.85799
C  2.49820  4.33945  1.25548
H  1.69106  1.86970  3.13420
H  2.13062  -5.42893  -2.23220
H  -2.83910  -6.59806  3.12766
H  -5.31949  -0.41393  2.16408
Ti  0.40887  -0.54825  -0.65509
H  3.52755  4.44754  1.54676
Se  -1.15648  2.84991  2.04456
H  -0.46259  -3.82398  -4.26986
N  0.55665  4.26135  0.23733
H  -3.58298  1.32209  1.66540
C  0.49635  2.61680  -3.75102
P  -2.25254  -0.02272  -0.71276
C  4.39340  2.52506  -0.85165
C  -3.24388  -2.26642  -1.77861
C  -1.49593  -3.06632  2.55634
H  -0.04687  2.91627  -4.63920
C  -2.45448  -5.60071  2.95436
C  1.79921  1.77352  -1.50583
C  0.39053  3.59344  1.40013
H  -1.97497  -2.64200  4.60191
C  1.77464  3.13393  -3.50664
H  -3.56875  -2.53330  -0.77208
H  -2.29347  -2.75810  -1.99208
H  -1.92695  -5.99293  0.88303
C  -0.46519  4.39855  -0.77978
H  -2.32449  0.22220  2.22150
S  -0.07179  -1.61049  -2.72961
C  -1.98014  -3.37597  3.80667
N  1.59461  3.62451  2.01637
O  -3.30048  -0.34932  0.47791
C  1.56600  -3.43803  -1.59829
C  2.38453  1.28205  -0.31787
H  -1.05885  3.48757  -0.80061
B  -0.61765  -2.08073  0.74831
H  -1.04887  1.28488  -3.11225
H  -1.11734  5.24617  -0.56171
Br  4.49868  1.01672  1.56022
C  0.63167  -3.20879  -2.53328
C  -4.15342  3.28067  -0.83478
H  -5.18059  3.61917  -0.98374
H  2.19880  5.26471  -0.72698
O  -0.98699  -1.88612  2.10330
S  2.09257  -2.14142  -0.53891